# 1
A 10-piece molecular cluster, C39H72O15 overall in a non-equilibrium geometry. Source: OMol25; level of theory: ωB97M-V with the def2-TZVPD basis set.

Values from the calculation:
Total charge = 0
E_LUMO = 0.216 eV
ΔE to the lowest compared entry with this formula, charge and spin = 0.00 kcal/mol
SMILES = COC(=O)OC.O=C1CCCO1.O=C1CCCO1.O=C1CCCO1.C1CCOC1.C1CCOC1.C1CCOC1.C1CCOC1.C1CCOC1.C1CCOC1

Geometry as XYZ:
```
126
C39H72O15, DFT ωB97M-V with the def2-TZVPD basis set
C 0.03 -0.54 -0.88
O 0.46 -0.06 0.39
C 0.38 1.24 0.67
O -0.25 2.04 0.03
O 1.14 1.43 1.74
C 1.14 2.69 2.39
H -1.04 -0.72 -0.95
H 0.54 -1.49 -1.04
H 0.39 0.10 -1.68
H 1.36 2.58 3.45
H 0.19 3.23 2.30
H 1.91 3.31 1.95
C -0.61 -0.56 3.67
C -1.72 -0.94 2.71
C -2.93 -1.11 3.59
O -2.42 -1.46 4.86
C -1.11 -0.93 5.08
H -0.46 0.52 3.76
H 0.38 -0.96 3.45
H -1.34 -1.85 2.23
H -1.93 -0.18 1.96
H -3.61 -1.90 3.27
H -3.53 -0.19 3.62
H -0.56 -1.72 5.59
H -1.17 -0.04 5.71
C -2.29 3.26 5.60
C -2.74 2.94 4.20
C -2.55 4.29 3.46
O -1.66 5.06 4.27
C -1.20 4.27 5.36
H -1.91 2.42 6.19
H -3.15 3.71 6.11
H -3.79 2.65 4.18
H -2.14 2.18 3.70
H -3.56 4.68 3.32
H -2.12 4.09 2.48
H -1.02 5.03 6.12
H -0.21 3.82 5.17
C -2.95 -2.50 -3.85
C -3.59 -1.78 -5.01
C -2.49 -0.89 -5.57
O -1.70 -0.56 -4.41
C -2.09 -1.36 -3.28
H -2.32 -3.31 -4.22
H -3.63 -2.93 -3.11
H -4.42 -1.16 -4.65
H -4.03 -2.44 -5.77
H -3.00 -0.03 -6.02
H -1.89 -1.42 -6.31
H -2.71 -0.78 -2.60
H -1.16 -1.68 -2.82
C 2.90 -2.72 3.44
C 2.81 -1.54 2.44
C 3.74 -1.96 1.29
O 4.22 -3.26 1.59
C 3.33 -3.85 2.52
H 1.90 -2.96 3.80
H 3.66 -2.54 4.20
H 3.10 -0.61 2.93
H 1.78 -1.50 2.08
H 4.60 -1.31 1.11
H 3.19 -2.01 0.34
H 3.84 -4.70 2.98
H 2.49 -4.34 2.01
C -1.28 5.74 0.42
C -0.67 6.03 -0.93
C -1.88 6.63 -1.71
O -2.81 6.99 -0.68
C -2.15 6.98 0.59
H -0.47 5.61 1.13
H -1.79 4.78 0.37
H -0.22 5.17 -1.42
H 0.09 6.81 -0.92
H -2.45 6.04 -2.43
H -1.57 7.52 -2.27
H -2.93 6.82 1.34
H -1.58 7.90 0.73
C -4.12 -3.58 0.63
C -3.81 -4.64 -0.42
C -2.43 -4.30 -0.92
O -2.25 -2.91 -0.65
C -3.34 -2.36 0.07
H -3.64 -3.87 1.57
H -5.16 -3.34 0.80
H -4.53 -4.55 -1.24
H -3.85 -5.64 0.01
H -2.38 -4.51 -2.00
H -1.66 -4.92 -0.45
H -3.96 -1.76 -0.60
H -3.00 -1.78 0.93
O 2.05 -6.30 0.86
C 1.93 -5.43 0.05
O 0.88 -4.60 0.07
C 1.01 -3.59 -0.95
C 1.90 -4.26 -2.00
C 2.84 -5.03 -1.10
H 1.48 -2.75 -0.45
H 0.03 -3.39 -1.37
H 2.31 -3.51 -2.67
H 1.27 -4.90 -2.63
H 3.63 -4.37 -0.74
H 3.26 -5.92 -1.56
O 1.80 -1.01 -2.80
C 2.14 -0.50 -3.83
O 3.44 -0.18 -4.03
C 3.73 0.32 -5.34
C 2.37 0.30 -6.08
C 1.38 -0.31 -5.09
H 4.49 -0.33 -5.76
H 4.09 1.35 -5.31
H 2.51 -0.30 -6.99
H 2.12 1.29 -6.47
H 0.95 -1.24 -5.47
H 0.52 0.35 -4.96
O 4.12 3.85 1.03
C 4.22 3.01 0.20
O 4.61 3.29 -1.06
C 4.51 2.12 -1.90
C 3.66 1.16 -1.11
C 3.99 1.50 0.32
H 5.53 1.77 -2.04
H 4.09 2.39 -2.87
H 3.85 0.11 -1.36
H 2.60 1.32 -1.31
H 4.90 0.98 0.62
H 3.19 1.27 1.01
```

***

# 2
A 2-piece molecular cluster, C3H5PS overall in a non-equilibrium geometry. Source: OMol25; level of theory: ωB97M-V with the def2-TZVPD basis set.

Values from the calculation:
Total charge = 0
E_LUMO = -0.370 eV
ΔE to the lowest compared entry with this formula, charge and spin = 54.81 kcal/mol
SMILES = CC#P.C=S

Geometry as XYZ:
```
10
C3H5PS, DFT ωB97M-V with the def2-TZVPD basis set
C 3.39 -0.65 -0.23
C -1.47 0.75 0.34
C -2.66 -0.02 0.09
P -0.25 1.73 0.39
S 2.52 0.66 -0.40
H 3.66 -1.32 -1.00
H 3.80 -0.85 0.68
H -3.43 0.71 0.55
H -2.87 0.03 -0.95
H -2.69 -1.05 0.52
```